[1]
C17H28N6O2S | ωB97M-V/def2-TZVPD

Structure (XYZ):
```
54
Properties=species:S:1:pos:R:3:forces:R:3:lowdin_charge:R:1
C 2.57604 2.59471 0.96777 2.068 -1.616 -10.883 -0.102
N 1.26554 2.23663 0.67871 1.577 -1.047 4.025 -0.069
C 0.53362 2.29515 -0.49115 2.241 -0.448 6.198 -0.789
S 1.25607 3.05487 -1.65803 2.164 2.994 -6.457 1.083
C -0.21780 3.75150 -2.55517 2.845 -2.452 -6.682 -0.270
C -0.97165 2.65412 -3.48086 -0.104 -2.838 -1.025 -0.479
N -1.70525 1.67531 -2.74927 1.995 3.620 1.625 0.142
O -0.81003 2.57126 -4.71663 -0.380 0.906 3.041 -0.008
N -0.64634 1.99500 -0.18673 -2.712 -1.154 0.209 0.049
N -0.58084 1.66859 1.10099 -12.245 -2.877 0.353 0.050
C 0.38249 1.73812 1.79123 6.363 2.701 -1.899 -0.170
C 0.57502 1.51151 3.29607 5.343 -7.627 -7.819 -0.169
C -0.44749 0.71825 3.79689 -6.964 -2.183 1.089 -0.210
C -0.97346 -0.77728 3.18587 1.107 4.481 -1.311 -0.060
N 0.37224 -1.41507 2.79788 -2.522 2.323 -0.963 -0.072
C 0.72460 -1.49771 1.42083 -15.948 -0.307 4.661 -0.641
O 1.67102 -1.85925 1.05081 17.248 -2.775 -4.964 0.203
N -0.35253 -1.99108 0.63363 -7.378 3.059 4.377 0.083
C -0.30102 -2.12598 -0.74599 0.087 -17.065 6.300 -0.564
C -1.51423 -3.07747 -1.18197 11.353 -9.489 -2.338 -0.015
C -1.27360 -3.57653 -2.85381 -7.270 7.058 3.781 -0.093
C -1.28231 -2.23548 -3.50507 11.351 -3.057 -3.122 -0.213
C 0.10948 -1.39354 -3.04927 -2.914 -1.317 -0.399 -0.056
C -0.28459 -1.11323 -1.45599 3.707 13.484 -10.838 -0.261
C 1.47166 -0.89016 3.62222 -3.002 -5.152 1.540 -0.206
C 1.91253 0.49370 3.40795 -4.465 -0.658 -11.495 -0.059
H 3.35905 1.69901 0.66289 -1.632 2.174 0.173 0.153
H 2.89076 2.79180 1.82187 1.363 1.749 8.260 -0.013
H 2.79231 3.53703 0.32555 0.271 -1.499 0.867 0.095
H -0.82462 3.96073 -1.80842 -3.010 2.196 3.151 -0.002
H 0.12500 4.47338 -3.45908 -0.713 -1.079 2.940 0.152
H -2.26235 0.91801 -3.00276 -0.641 -0.983 -1.782 0.066
H -1.67096 1.75187 -1.71065 0.130 0.226 -0.989 0.049
H 0.67957 2.29421 3.80403 1.178 6.673 3.856 0.075
H -1.31183 1.39280 3.72055 -0.598 -0.432 -0.052 0.120
H -0.35089 0.68971 4.84135 0.369 -0.551 1.641 0.097
H -1.57838 -1.32584 3.97957 1.023 0.545 -1.223 0.117
H -1.69840 -0.24831 2.26417 2.232 -2.387 2.434 0.152
H -1.50634 -1.66353 1.02719 4.764 -1.164 -1.712 0.224
H 0.60902 -2.90373 -0.83671 -1.263 1.916 -0.487 0.207
H -1.51582 -4.16518 -0.68989 -0.190 2.827 -0.296 0.154
H -2.25146 -2.57899 -1.10899 -10.398 6.072 1.048 -0.029
H -0.46516 -4.04255 -2.74098 6.400 -4.185 -0.165 0.015
H -2.20241 -4.01457 -3.07352 -0.684 -1.661 -0.412 0.087
H -0.98578 -2.28527 -4.59164 -0.713 -0.585 0.423 0.109
H -2.10761 -1.78642 -3.53490 -6.651 4.067 0.699 0.014
H 1.12492 -2.14585 -3.29940 -3.088 2.418 1.130 0.180
H 0.07250 -0.45860 -3.74457 0.617 -1.443 1.696 0.102
H 0.65624 -0.57610 -1.24403 -0.540 0.948 0.735 0.126
H -1.18321 -0.42979 -1.34035 1.060 -0.668 -0.406 0.140
H 0.85390 -1.13421 4.68743 2.833 0.900 -2.072 0.185
H 2.18695 -1.74615 3.34730 0.001 1.790 1.325 0.152
H 2.38377 0.58993 4.16371 6.616 2.738 9.517 -0.009
H 2.69202 0.40066 2.41934 -2.282 0.833 2.696 0.181
```
Positions in Å, forces in eV/Å.

The value obtained for the HOMO-LUMO gap is 0.337 hartree. The SMILES is Cn1c(SCC(N)=O)nnc1C1CCN(C(=O)NC2CCCCC2)CC1. Its total charge is 0. The value obtained for the total energy is -1541.13045 Eh. Its LUMO energy is 0.471 eV.

[2]
C4H8B3F12OTl | ωB97M-V/def2-TZVPD

Structure (XYZ):
```
29
Properties=species:S:1:pos:R:3:forces:R:3:lowdin_charge:R:1
Tl 18.71810 33.71975 -10.49019 1.663 1.064 -0.082 1.741
B 18.07014 31.67127 -8.11349 -0.381 0.350 0.349 -1.502
F 17.70068 31.04796 -9.24334 -0.758 -0.317 -2.828 0.193
F 18.18581 30.80151 -7.13963 -0.552 -1.612 2.756 0.257
F 19.36877 32.14778 -8.27266 2.216 1.959 -1.564 0.125
F 17.26825 32.79539 -7.89933 -0.391 0.837 -0.089 0.128
B 21.80414 34.67999 -11.06299 1.881 0.248 0.015 -1.476
F 21.58459 34.07183 -9.84228 -0.820 -1.425 2.352 0.142
F 21.23112 33.91915 -12.01327 -1.359 -2.593 -1.897 0.192
F 21.04761 35.79226 -11.03084 -0.831 2.858 0.370 0.184
F 23.16081 34.79340 -11.26679 -0.011 0.500 -0.075 0.179
B 18.10462 35.97110 -12.66899 0.098 1.666 -1.806 -1.445
F 16.98222 35.31041 -12.33658 -3.287 -1.847 0.555 0.169
F 18.43771 36.61900 -11.53240 1.558 0.955 2.567 0.177
F 18.97893 34.94046 -12.98419 1.556 -1.329 0.245 0.153
F 17.99909 36.90322 -13.69859 -0.095 -0.683 0.083 0.169
C 21.21492 35.69337 -6.67231 -1.277 -0.958 2.204 -0.139
C 21.00852 36.97131 -7.40874 -0.279 0.678 -0.555 -0.110
C 19.68887 36.77572 -8.14748 1.836 0.181 -1.940 -0.125
O 19.54955 35.38487 -8.25559 -2.769 -0.640 1.431 -0.068
C 19.98197 34.88008 -6.98428 2.082 -1.411 -1.503 -0.116
H 21.09724 35.81885 -5.59596 0.901 0.124 0.245 0.130
H 22.11763 35.13878 -6.92850 -0.089 0.229 0.088 0.138
H 21.82484 36.94827 -8.13067 -0.161 1.142 -0.136 0.137
H 20.91468 37.83825 -6.75474 0.642 0.097 -0.311 0.132
H 19.71561 37.15340 -9.16961 0.047 0.209 -0.450 0.147
H 18.78299 37.24018 -7.75793 -0.440 -0.268 0.523 0.170
H 20.30333 33.84186 -7.06753 -0.338 -0.456 -0.408 0.146
H 19.16297 34.81056 -6.26839 -0.640 0.441 -0.141 0.173
```
Positions in Å, forces in eV/Å.

The value obtained for the HOMO-LUMO gap is 0.141 hartree. Its total charge is 0. The value obtained for the total energy is -1678.19401 Eh. Its LUMO energy is -8.771 eV.

no.,maximum force (Eh/bohr)
1,0.3538
2,0.0741